w | ORCA calculation (the ωB97M-V functional and the def2-TZVPD basis) on a 2-piece molecular cluster, C7H16O overall.

Last column: Löwdin charge in e.
Element x y z (Å)
C  2.0656  -0.4150  -0.9353  -0.079
C  0.8463  -0.7777  -0.0963  -0.492
C  1.2746  -1.2317  1.2957  -0.093
C  0.0233  -1.8492  -0.8044  -0.086
H  1.7681  -0.0497  -1.9161  0.071
H  2.6794  0.3383  -0.4424  0.079
H  2.6862  -1.2958  -1.1054  0.085
H  0.0049  0.0739  0.1303  0.109
H  1.9051  -2.1189  1.2208  0.079
H  1.8672  -0.4691  1.7999  0.075
H  0.4177  -1.5004  1.9129  0.074
H  -0.3660  -1.4401  -1.7360  0.074
H  0.6271  -2.7342  -1.0049  0.083
H  -0.8259  -2.1565  -0.1933  0.076
C  -1.8036  1.7984  1.3263  -0.116
C  -1.9026  1.2345  -0.0812  -0.206
C  -0.5577  1.4238  -0.9722  -0.308
O  -0.5207  1.1218  -2.1405  0.026
H  -1.0999  1.2188  1.9216  0.066
H  -2.7742  1.7586  1.8198  0.074
H  -1.4717  2.8358  1.3043  0.072
H  -2.6360  1.8020  -0.6595  0.107
H  -2.2713  0.2070  -0.1079  0.104
H  0.0641  2.2253  -0.5362  0.128

Kohn-Sham gap = 10.469 eV

***

x | ORCA calculation (the ωB97M-V functional and the def2-TZVPD basis) on a 2-piece molecular cluster, C7H16O overall.

Last column: Löwdin charge in e.
Element x y z (Å)
C  -1.2145  2.0068  -1.2758  -0.007
C  -1.3417  1.3472  -0.1305  -0.187
C  -1.6514  -0.1219  -0.0249  -0.208
C  -0.7363  -1.0020  -0.9428  -0.203
C  0.7644  -0.9079  -0.6424  -0.223
C  1.1631  -0.8511  0.8201  -0.276
C  0.7040  -2.0632  1.6380  -0.101
H  -1.5971  1.6336  -2.2229  0.066
H  -0.9292  3.0449  -1.2566  0.049
H  -0.9325  1.8149  0.7658  0.095
H  -2.6473  -0.4106  -0.3677  0.109
H  -1.5320  -0.4693  0.9954  0.083
H  -0.9290  -0.6542  -1.9576  0.098
H  -1.1304  -2.0112  -0.8185  0.104
H  1.2174  -1.7925  -1.0942  0.109
H  1.1616  -0.0477  -1.1893  0.098
H  2.2557  -0.8238  0.8679  0.104
H  0.8299  0.0716  1.3092  0.095
H  0.9334  -1.9543  2.6955  0.073
H  -0.3799  -2.1665  1.5485  0.057
H  1.0907  -2.9675  1.1767  0.075
O  1.4249  3.0852  -0.1461  -0.066
H  2.1038  3.1079  0.5502  0.048
H  1.3725  2.1313  -0.2980  0.006

Kohn-Sham gap = 10.335 eV

***

x has the most favorable energy; the next structure is 0.0093 hartree above.

***

w | ORCA calculation (the ωB97M-V functional and the def2-TZVPD basis) on C3H3Br9 as an isolated structure.

Last column: Löwdin charge in e.
Element x y z (Å)
C  -0.5131  2.1210  -3.1713  -1.441
Br  -0.9518  1.1532  -1.4737  0.542
Br  -0.6622  0.8912  -4.7397  0.512
Br  1.2991  2.9896  -3.1652  0.515
H  -1.2859  2.8804  -3.2907  -0.029
C  0.9021  0.1058  3.5923  -1.471
Br  0.6376  -1.6999  4.4005  0.508
Br  1.3579  1.4071  5.0834  0.484
Br  -0.7402  0.7853  2.7040  0.477
H  1.6904  -0.0049  2.8477  -0.067
C  -0.3379  -2.0449  -0.6568  -1.492
Br  -0.0281  -3.9931  -1.1497  0.505
Br  1.1218  -1.2332  0.3543  0.552
Br  -2.0864  -1.7952  0.2971  0.487
H  -0.4033  -1.5625  -1.6321  -0.083

Kohn-Sham gap = 9.441 eV

***

x | ORCA calculation (the ωB97M-V functional and the def2-TZVPD basis) on C3H3Br9 as an isolated structure.

Last column: Löwdin charge in e.
Element x y z (Å)
C  2.6458  -0.1460  3.9513  -1.526
Br  3.7565  1.3631  4.6355  0.532
Br  2.8545  -0.4586  1.9965  0.524
Br  0.8432  -0.2551  4.6457  0.575
H  3.1496  -0.9161  4.4144  -0.094
C  -1.1755  0.0753  -4.4217  -1.654
Br  0.1340  0.1767  -5.8243  0.565
Br  -2.9235  0.1679  -5.2410  0.561
Br  -0.9119  1.3048  -2.9779  0.554
H  -0.9917  -0.9252  -3.9976  -0.023
C  -1.5067  -0.1284  0.6565  -1.618
Br  -0.1016  -1.0698  -0.3435  0.496
Br  -3.2005  -0.0591  -0.2659  0.564
Br  -0.8939  1.5825  1.2118  0.574
H  -1.6782  -0.7121  1.5602  -0.030

Kohn-Sham gap = 9.600 eV

***

x has the most favorable energy; the next structure is 0.0108 hartree above.

***

w | ORCA calculation (the ωB97M-V functional and the def2-TZVPD basis) on C4H5N2O2 as an isolated structure.

Last column: Löwdin charge in e.
Element x y z (Å)
C  0.7555  -0.8226  -0.2754  -0.438
C  -1.6592  -0.3599  0.1728  -0.348
C  2.1545  -1.0278  -0.2021  0.040
C  -1.7010  2.0452  -0.3222  0.205
N  1.2904  -0.6053  0.9222  0.203
N  -1.5285  0.8565  0.0925  0.151
O  -2.1586  -1.3044  0.5977  0.288
O  -0.2480  -0.7824  -0.8819  0.200
H  2.8874  -0.1711  -0.6606  0.190
H  2.4789  -1.9914  -0.1860  0.089
H  -1.0202  2.7656  0.1194  0.121
H  -2.3215  2.1222  -1.2560  0.149
H  1.0704  -0.7248  1.8796  0.151

Kohn-Sham gap = 9.588 eV
Total charge = +1

***

x | ORCA calculation (the ωB97M-V functional and the def2-TZVPD basis) on a 2-piece molecular cluster, C4H5N2O2 overall.

Last column: Löwdin charge in e.
Element x y z (Å)
C  -0.1791  2.1071  0.2967  0.007
C  0.8049  1.4240  -0.3618  0.085
C  -0.9535  1.2093  0.9097  0.046
C  1.1856  -0.9494  -0.8184  -0.156
N  0.4800  0.1226  -0.2655  -0.014
N  -0.2082  -2.6118  -0.5731  0.123
O  2.1955  -0.9842  -1.4296  0.205
O  -0.5630  -0.0554  0.5672  0.124
H  -0.4422  3.2488  0.3599  0.196
H  1.4782  1.8163  -1.1461  0.190
H  -1.5578  1.3815  1.7957  0.174
H  0.3250  -3.3748  -0.1544  0.024
H  -0.4919  -2.5904  -1.5312  -0.004

Kohn-Sham gap (spin up / spin down) = 7.602 / 7.603 eV
Total charge = +1

***

y | ORCA calculation (the ωB97M-V functional and the def2-TZVPD basis) on an isolated ion of composition C4H5N2O2 and charge +1.

Last column: Löwdin charge in e.
Element x y z (Å)
O  -0.5792  4.2138  1.2664  0.232
C  -0.6019  3.0849  0.9870  -0.150
C  -0.7412  1.8096  0.7340  -0.102
C  0.2768  0.9100  0.1778  -0.148
N  -0.4064  -0.3423  -0.0942  0.214
N  -0.0133  -1.4476  -0.3149  0.163
C  0.2645  -2.6384  -0.4556  -0.115
O  0.6801  -3.1953  -1.5742  0.160
H  -1.6515  1.3060  1.0510  0.129
H  0.7041  1.4787  -0.5559  0.119
H  1.1715  0.8865  0.8263  0.157
H  0.1696  -3.3432  0.3641  0.188
H  0.7269  -2.7227  -2.4118  0.153

Kohn-Sham gap = 6.458 eV
Total charge = +1

***

w has the most favorable energy; the next structure is 0.0229 hartree above.

***

w | ORCA calculation (the ωB97M-V functional and the def2-TZVPD basis) on the molecule C4H3NO2.

Last column: Löwdin charge in e.
Element x y z (Å)
O  -1.7733  0.6714  -0.9357  0.061
C  -1.4918  1.5512  -0.0682  0.037
C  -0.3964  0.2341  -0.2930  -0.420
N  0.8517  0.5342  -0.5743  0.139
C  1.5722  -0.4350  0.0837  -0.115
C  0.7173  -1.3046  0.6882  -0.075
O  -0.5696  -0.9128  0.4190  0.071
H  -1.5852  2.5292  -0.5730  0.072
H  2.6558  -0.4528  0.0718  0.110
H  0.8322  -2.1895  1.2948  0.120

Kohn-Sham gap (spin up / spin down) = 7.567 / 7.567 eV

***

x | ORCA calculation (the ωB97M-V functional and the def2-TZVPD basis) on C4H3NO2 as an isolated structure.

Last column: Löwdin charge in e.
Element x y z (Å)
O  2.9530  0.1928  0.4493  0.094
C  1.9827  0.0406  -0.2424  -0.169
C  0.5670  0.3726  0.2588  -0.472
N  -0.3801  -0.1209  -0.6210  0.077
C  -1.5324  -0.8457  -0.2610  -0.170
C  -2.0125  0.2380  0.1776  0.215
O  0.3562  1.0521  1.2391  0.091
H  2.0336  -0.3625  -1.2746  0.121
H  -1.7653  -1.8679  -0.4914  0.111
H  -2.2724  1.1744  0.6427  0.104

Kohn-Sham gap = 9.198 eV

***

y | ORCA calculation (the ωB97M-V functional and the def2-TZVPD basis) on the molecule C4H3NO2.

Last column: Löwdin charge in e.
Element x y z (Å)
O  -2.2215  1.0505  -0.9379  0.071
C  -1.6728  -0.0219  -0.8559  -0.193
C  -0.2927  -0.1770  -0.3295  -0.267
C  0.3799  0.6639  0.5970  0.010
C  1.5477  0.0114  0.7942  -0.095
O  1.5936  -1.1003  0.0400  -0.025
N  0.4268  -1.2228  -0.6564  0.120
H  -2.1788  -0.9656  -1.1236  0.128
H  0.0133  1.5745  1.0439  0.119
H  2.4046  0.1872  1.4283  0.131

Kohn-Sham gap = 10.610 eV

***

y has the most favorable energy; the next structure is 0.1076 hartree above.

***

w | ORCA calculation (the ωB97M-V functional and the def2-TZVPD basis) on the molecule C4H3NO2.

Last column: Löwdin charge in e.
Element x y z (Å)
O  0.6876  -1.1997  -2.1690  0.061
C  1.2289  -0.6630  -1.2075  -0.179
C  0.4438  -0.0452  -0.1699  -0.297
C  -0.9483  0.0082  -0.0790  0.021
C  -1.1169  0.5864  1.1300  -0.099
O  0.0464  0.8299  1.7364  -0.005
N  1.0298  0.4829  0.8662  0.127
H  2.3003  -0.5637  -1.1270  0.122
H  -1.7061  -0.3641  -0.7071  0.111
H  -1.9656  0.9284  1.7269  0.139

Kohn-Sham gap = 10.528 eV

***

x | ORCA calculation (the ωB97M-V functional and the def2-TZVPD basis) on the molecule C4H3NO2.

Last column: Löwdin charge in e.
Element x y z (Å)
O  0.3308  1.9770  1.6110  0.035
C  -0.6630  1.7274  0.9627  -0.294
C  -0.8920  0.4342  0.3215  -0.036
C  0.0655  -0.4703  0.3943  -0.078
N  0.9122  -1.3395  0.3122  0.184
C  1.1547  -1.5880  -1.0904  -0.288
O  0.6162  -2.5132  -1.6157  0.103
H  -1.4837  2.4562  0.8576  0.117
H  -1.8230  0.1534  -0.1605  0.116
H  1.7822  -0.8373  -1.5928  0.142

Kohn-Sham gap = 9.887 eV

***

w has the most favorable energy; the next structure is 0.0094 hartree above.

***

w | ORCA calculation (the ωB97M-V functional and the def2-TZVPD basis) on a 2-piece molecular cluster, C2H7S2 overall.

Last column: Löwdin charge in e.
Element x y z (Å)
C  -0.6193  1.1947  0.7863  -0.516
S  -0.5190  -0.3927  1.6206  0.710
C  0.4732  -1.4349  0.5320  -0.445
H  -1.1414  1.1062  -0.1692  -0.050
H  0.4209  1.5117  0.5615  0.022
H  -1.2085  1.9348  1.3433  0.040
H  -0.0137  -2.4272  0.4540  0.036
H  0.4464  -0.9442  -0.4882  -0.067
H  1.4870  -1.5402  0.9232  0.029
S  0.3057  0.6750  -2.1451  0.523
H  0.3688  0.3168  -3.4186  -0.281

Expectation value of S² = 0.75
Kohn-Sham gap (spin up / spin down) = 9.110 / 5.576 eV
2S+1 = 2

***

x | ORCA calculation (the ωB97M-V functional and the def2-TZVPD basis) on a 2-piece molecular cluster, C2H7S2 overall.

Last column: Löwdin charge in e.
Element x y z (Å)
S  2.0680  3.3611  -0.9295  0.365
H  2.5287  4.2714  -1.8609  -0.260
C  -1.2369  -1.4866  0.9054  -0.194
C  -0.0714  -0.9884  0.1238  -0.591
S  -0.4152  0.4626  -1.0633  0.633
H  -1.3911  -0.6553  1.6691  0.094
H  -2.0148  -1.4481  0.1775  0.039
H  -1.2536  -2.4361  1.4783  0.084
H  0.4378  -1.6066  -0.6152  0.037
H  0.7116  -0.7159  0.8791  0.078
H  0.6369  1.2419  -0.7644  -0.286

Expectation value of S² = 0.75
Kohn-Sham gap (spin up / spin down) = 9.673 / 6.256 eV
2S+1 = 2

***

w has the most favorable energy; the next structure is 0.0087 hartree above.